53
Properties=species:S:1:pos:R:3:mulliken_spin:R:1 method="wB97M-V/def2-TZVPD" multiplicity=2 mol_weight_g_mol=465.714 e_homo_ev="-2.59 / -8.29" orbital_gap_ha="0.099 / 0.307" e_tot_ha=-1191.39381
Ba -0.17 0.02 0.12 0.8086
N -1.76 -3.00 -1.41 0.0240
O -1.10 -2.43 -0.56 -0.0273
O -2.00 -2.51 -2.49 -0.0101
O -2.29 -4.07 -1.11 -0.0079
C 1.34 -3.28 1.96 0.0072
O 1.51 -1.92 1.55 -0.0668
C 2.43 -1.22 2.38 -0.0974
C 1.89 -0.36 3.49 -0.0894
N 1.10 0.65 2.80 0.2980
C -0.06 0.87 3.56 -0.1588
C -0.73 2.05 2.84 -0.1113
O -1.19 1.93 1.48 0.1841
C -1.91 3.09 1.01 -0.1991
H 0.82 -3.44 2.90 0.0072
H 2.35 -3.67 1.95 0.0003
H 0.72 -3.87 1.28 -0.0004
H 3.11 -0.76 1.66 0.0008
H 2.99 -1.93 3.00 -0.0072
H 2.65 0.04 4.16 -0.0254
H 1.29 -0.97 4.16 0.0214
H 1.59 1.52 2.66 0.0868
H 0.10 1.12 4.61 0.0077
H -0.67 -0.03 3.56 0.0155
H -0.09 2.93 2.74 0.0224
H -1.51 2.46 3.48 0.0505
H -1.49 4.08 1.20 0.0207
H -2.90 2.92 1.42 0.0097
H -2.10 3.00 -0.06 0.0768
C -3.67 0.15 -1.14 0.0090
O -2.35 0.82 -1.41 -0.1111
C -2.19 1.22 -2.71 -0.0405
C -0.90 2.05 -2.73 -0.1153
N 0.33 1.39 -2.29 0.7139
C 0.77 0.38 -3.37 -0.0582
C 2.08 -0.32 -2.90 -0.0879
O 1.76 -0.95 -1.60 0.0055
C 2.88 -1.73 -1.20 -0.0649
H -4.45 0.55 -1.78 0.0005
H -4.11 0.41 -0.18 0.0118
H -3.78 -0.92 -1.33 0.0077
H -3.04 1.81 -3.06 0.0143
H -2.14 0.42 -3.44 -0.0012
H -1.14 2.79 -1.97 0.0368
H -0.63 2.63 -3.60 -0.0733
H 1.05 2.10 -2.26 -0.1285
H 0.89 0.92 -4.31 0.0176
H 0.11 -0.48 -3.47 -0.0137
H 2.83 0.46 -2.82 0.0178
H 2.36 -1.12 -3.59 0.0064
H 3.34 -2.32 -1.99 -0.0127
H 2.44 -2.40 -0.46 0.0003
H 3.65 -1.11 -0.74 0.0251



57
Properties=species:S:1:pos:R:3:lowdin_charge:R:1 method="wB97M-V/def2-TZVPD" mol_weight_g_mol=527.718 e_homo_ev=-7.93 orbital_gap_ha=0.281 e_tot_ha=-1471.58114 relative_energy_kcal_mol=174.3
Ba -35.00 -2.10 -5.58 2.4372
N -35.86 -4.39 -3.52 -0.5832
O -35.52 -3.76 -4.47 -0.4299
O -35.26 -4.05 -2.46 0.0415
O -36.72 -5.27 -3.56 0.0211
N -33.77 -2.27 -2.75 -0.6322
O -32.93 -3.06 -2.33 0.0402
O -33.86 -2.01 -3.88 -0.3636
O -34.50 -1.75 -1.93 -0.0048
C -36.61 -0.06 -8.33 -0.0814
O -35.57 -0.70 -7.63 -0.3651
C -34.29 -0.54 -8.25 -0.2106
C -33.13 -1.42 -7.67 -0.1874
N -32.97 -1.24 -6.19 -0.3212
C -31.83 -2.01 -5.75 -0.2020
C -31.86 -3.53 -5.89 -0.1630
O -33.12 -3.93 -5.37 -0.3124
C -33.45 -5.30 -5.54 -0.0803
H -36.26 0.81 -8.89 0.0999
H -37.34 0.25 -7.59 0.1011
H -37.13 -0.75 -8.99 0.0846
H -33.85 0.45 -8.16 0.0985
H -34.40 -0.68 -9.33 0.1315
H -32.21 -1.16 -8.20 0.1309
H -33.37 -2.40 -8.08 0.1165
H -32.63 -0.30 -6.10 0.0674
H -31.73 -1.63 -4.73 0.1269
H -30.93 -1.57 -6.16 0.1251
H -31.08 -3.95 -5.26 0.1410
H -31.76 -3.80 -6.94 0.1218
H -34.44 -5.73 -5.42 0.0958
H -32.71 -5.84 -4.95 0.1024
H -33.26 -5.72 -6.53 0.0822
C -37.94 -2.99 -7.49 -0.1447
O -37.36 -2.59 -6.32 -0.3602
C -38.34 -2.41 -5.26 -0.1381
C -37.69 -2.52 -3.84 -0.1341
N -36.40 -1.76 -3.72 -0.2452
C -36.68 -0.30 -3.80 -0.1525
C -35.38 0.53 -3.91 -0.2122
O -34.91 0.25 -5.18 -0.3916
C -33.89 1.22 -5.56 -0.0576
H -38.71 -2.29 -7.81 0.0951
H -38.36 -3.99 -7.54 0.1044
H -37.18 -2.91 -8.26 0.0884
H -39.12 -3.17 -5.28 0.1301
H -38.85 -1.46 -5.37 0.1158
H -37.49 -3.54 -3.54 0.0834
H -38.33 -2.18 -3.03 0.1321
H -36.08 -1.96 -2.78 0.0795
H -37.20 0.02 -2.90 0.1282
H -37.31 0.09 -4.60 0.1188
H -34.66 0.28 -3.13 0.1236
H -35.53 1.61 -3.89 0.1228
H -33.79 1.32 -6.64 0.0770
H -32.88 1.02 -5.20 0.1043
H -34.19 2.22 -5.26 0.1039



50
Properties=species:S:1:pos:R:3:mulliken_spin:R:1 method="wB97M-V/def2-TZVPD" multiplicity=7 mol_weight_g_mol=401.224 e_homo_ev="-2.98 / -7.74" orbital_gap_ha="0.122 / 0.296" e_tot_ha=-4610.55718 relative_energy_kcal_mol=0.0
Mn -1.06 1.28 -0.10 5.0689
Br -0.43 3.98 0.53 0.0699
C 1.64 1.93 5.01 -0.0003
O 0.68 1.64 4.06 -0.0183
C 0.33 0.24 3.95 -0.0082
C -0.41 0.01 2.65 0.0171
N 0.13 0.75 1.56 0.3201
C 1.33 0.04 1.06 0.0065
C 1.98 0.78 -0.08 0.0115
O 1.05 1.15 -1.14 0.0194
C 1.61 2.04 -2.10 0.0116
H 1.37 1.71 6.04 0.0003
H 1.77 3.00 4.84 0.0004
H 2.57 1.48 4.68 0.0004
H -0.20 -0.08 4.85 0.0074
H 1.25 -0.36 3.99 -0.0012
H -1.43 0.36 2.81 0.0779
H -0.58 -1.07 2.54 0.1121
H 0.50 1.59 1.98 -0.0164
H 1.08 -1.01 0.96 0.0019
H 2.10 0.08 1.83 -0.0015
H 2.81 0.19 -0.45 0.0000
H 2.47 1.67 0.30 -0.0001
H 0.92 2.83 -2.41 -0.0045
H 1.92 1.49 -2.99 -0.0004
H 2.55 2.47 -1.78 0.0003
C -1.89 2.91 -2.76 0.0252
O -1.66 1.65 -2.07 0.3368
C -1.51 0.50 -3.02 0.0326
C -1.72 -0.83 -2.24 0.0480
N -0.98 -0.83 -0.97 -0.2864
C -1.53 -1.95 -0.20 -0.0390
C -1.08 -3.32 -0.78 0.0545
O 0.32 -3.21 -0.91 -0.0006
C 0.79 -4.39 -1.46 0.0045
H -1.80 3.68 -1.99 -0.0194
H -2.88 2.97 -3.19 -0.0032
H -1.15 3.11 -3.53 0.0063
H -0.51 0.43 -3.45 0.0027
H -2.27 0.65 -3.80 0.0072
H -1.38 -1.72 -2.77 0.0054
H -2.81 -0.87 -2.15 -0.0258
H -0.14 -1.34 -1.19 0.0374
H -2.62 -1.96 -0.19 -0.0377
H -1.26 -1.80 0.85 0.1710
H -1.47 -3.47 -1.79 0.0052
H -1.34 -4.17 -0.15 0.0007
H 0.37 -4.67 -2.42 -0.0004
H 0.71 -5.28 -0.84 -0.0003
H 1.87 -4.30 -1.55 0.0007